The following is a DFT calculation (ωB97M-V with the def2-TZVPD basis set) of 2 unconnected molecules or ions with the total composition CH5PS.

ΔE to the lowest compared entry with this formula, charge and spin, kcal per mole: 84.1
Orbital gap (alpha / beta), Ha: 0.2914 / 0.2410
HOMO level (alpha / beta), Eh: -0.32222 / -0.29723

```
! wB97M-V def2-TZVPD RIJCOSX def2/J DEFGRID3
* xyz 0 1
C 0.09 0.67 -0.58
P -1.60 0.28 -0.34
S 1.61 -0.80 1.29
H 0.54 1.66 -0.25
H 0.50 0.02 -1.42
H -1.92 1.07 0.78
H -1.17 -1.03 -0.14
H 1.94 -1.87 0.66
*
```

Mulliken population analysis, charges in e, atoms 1 to 5:
1 C -0.63
2 P 0.02
3 S -0.31
4 H 0.33
5 H 0.34